Molecular formula: C3H11N3
Method: DFT, ωB97M-V/def2-TZVPD

Strongest force on any atom in eV Å⁻¹: 3.01
Relative energy (zero: lowest compared OMol25 entry of this formula, charge and spin) in kcal/mol: 46.01
Frontier orbital gap (alpha / beta) in eV: 3.45 / 5.29
E_LUMO (alpha / beta) in eV: 3.5 / 3.5
<S²>: 0.755

Geometry as ORCA input:
```
! RIJCOSX wB97M-V def2-TZVPD def2/J DEFGRID3
* xyz -1 2
C -1.67503 0.29693 -0.45433
C -3.20401 0.06524 -2.25509
N -2.58106 0.92756 -1.46686
H -2.27651 -0.39047 0.16738
H -0.98150 -0.27192 -1.11610
H -1.22980 1.13703 0.07336
H -4.28627 -0.19079 -2.21612
H -2.61743 -0.85699 -2.52809
N 2.43938 0.68654 0.58345
C 1.80797 -0.57863 0.95502
N 2.55053 -1.17703 2.08906
H 2.05836 1.53100 0.95555
H 3.41487 0.64472 0.39721
H 1.76256 -1.12757 0.02129
H 0.79588 -0.25304 1.21072
H 3.07625 -0.40678 2.47255
H 1.92007 -1.53957 2.79242
*
```

Molecular formula: C3H11N3
Method: DFT, ωB97M-V/def2-TZVPD

Strongest force on any atom in eV Å⁻¹: 2.40
Relative energy (zero: lowest compared OMol25 entry of this formula, charge and spin) in kcal/mol: 34.69
Frontier orbital gap in eV: 9.34
E_LUMO in eV: 1.1

Geometry as ORCA input:
```
! RIJCOSX wB97M-V def2-TZVPD def2/J DEFGRID3
* xyz 0 1
H -0.19404 3.37335 1.34505
N 0.16876 3.93214 0.57128
C -0.64533 4.85655 0.27133
N -0.39233 5.77514 -0.70278
H -1.54708 5.10961 0.83212
H -1.08738 6.44816 -0.98926
H 0.41273 5.66564 -1.28801
C -0.16614 -3.84705 1.05033
N 0.25066 -2.80431 0.09833
C 0.77767 -3.41309 -1.13186
H -1.23687 -4.01039 0.77474
H 0.16185 -4.87942 0.95300
H -0.10973 -3.52569 2.08646
H 0.80104 -2.05458 0.50032
H 1.87861 -3.43501 -1.12592
H 0.53150 -2.77340 -1.97969
H 0.39609 -4.41766 -1.26542
*
```

Molecular formula: C3H11N3
Method: DFT, ωB97M-V/def2-TZVPD

Strongest force on any atom in eV Å⁻¹: 1.52
Relative energy (zero: lowest compared OMol25 entry of this formula, charge and spin) in kcal/mol: 60.97
Frontier orbital gap (alpha / beta) in eV: 6.61 / 6.61
E_LUMO (alpha / beta) in eV: 0.8 / 0.8

Geometry as ORCA input:
```
! RIJCOSX wB97M-V def2-TZVPD def2/J DEFGRID3
* xyz 0 1
C -0.65049 -0.30093 -0.94911
C 1.91067 0.89100 1.09646
C -1.24674 -0.87266 1.34967
N -0.78470 -1.10188 0.08953
N -1.11740 1.02194 -0.97732
N 0.16730 -0.70469 -2.03261
H -0.43412 -2.04081 -0.06021
H -0.37380 1.70525 -0.93109
H 0.07443 -0.04478 -2.79533
H -0.05735 -1.64056 -2.36819
H -1.74832 1.19107 -0.21352
H 2.02336 0.61015 0.06194
H 2.77757 0.54250 1.65704
H 1.84558 1.97360 1.18567
H -1.65064 -1.73022 1.85516
H -1.75397 0.06715 1.52750
H 1.01863 0.43387 1.50441
*
```

Molecular formula: C3H11N3
Method: DFT, ωB97M-V/def2-TZVPD

Strongest force on any atom in eV Å⁻¹: 4.21
Relative energy (zero: lowest compared OMol25 entry of this formula, charge and spin) in kcal/mol: 52.74
Frontier orbital gap in eV: 9.69
E_LUMO in eV: 0.9

Geometry as ORCA input:
```
! RIJCOSX wB97M-V def2-TZVPD def2/J DEFGRID3
* xyz 0 1
H -2.60217 -1.63882 -1.52456
N -1.95310 -1.86065 -0.72192
C -1.65264 -0.72448 -0.10444
N -0.97284 -0.76550 1.11381
H -2.12607 0.22533 -0.47917
H -0.14357 -0.24103 1.10010
H -0.78149 -1.76295 1.45176
C 1.43843 1.71519 0.92836
N 1.52753 0.40437 0.13789
C 1.10960 0.72559 -1.25614
H 1.96239 2.54812 0.29137
H 2.05084 1.75683 1.84865
H 0.41203 2.14158 1.04416
H 2.45891 -0.19424 0.24554
H 1.79364 1.40026 -1.74038
H 1.17155 -0.23209 -1.90274
H 0.22049 1.25162 -1.44987
*
```

Molecular formula: C3H11N3
Method: DFT, ωB97M-V/def2-TZVPD

Strongest force on any atom in eV Å⁻¹: 0.99
Relative energy (zero: lowest compared OMol25 entry of this formula, charge and spin) in kcal/mol: 33.45
Frontier orbital gap in eV: 9.65
E_LUMO in eV: 0.9

Geometry as ORCA input:
```
! RIJCOSX wB97M-V def2-TZVPD def2/J DEFGRID3
* xyz 0 1
C -0.61882 -2.93940 -1.29822
C -1.01697 -2.06894 -0.37738
N -2.27696 -1.47003 -0.20586
H -1.32654 -3.35742 -1.99738
H 0.42821 -3.16316 -1.36631
H -0.33557 -1.87456 0.44790
H -3.02204 -2.04278 -0.58686
H -2.48835 -1.39251 0.78179
N 0.70489 2.80227 1.36324
C 0.85923 1.60668 0.58569
N 2.10062 1.59303 -0.25259
H 1.29866 2.82379 2.17972
H 0.84371 3.60843 0.77338
H 0.84305 0.68823 1.17756
H 0.01385 1.51193 -0.10712
H 1.86057 1.03558 -1.06846
H 2.78740 0.99689 0.19988
*
```

Molecular formula: C3H11N3
Method: DFT, ωB97M-V/def2-TZVPD

Strongest force on any atom in eV Å⁻¹: 2.73
Relative energy (zero: lowest compared OMol25 entry of this formula, charge and spin) in kcal/mol: 49.65
Frontier orbital gap (alpha / beta) in eV: 8.83 / 2.17
E_LUMO (alpha / beta) in eV: -3.4 / -8.8
<S²>: 0.763

Geometry as ORCA input:
```
! RIJCOSX wB97M-V def2-TZVPD def2/J DEFGRID3
* xyz 1 2
C 3.00742 -3.29151 1.57754
C 2.31337 -2.27916 2.10903
N 1.96257 -1.07478 1.51105
H 3.10530 -3.43441 0.50012
H 3.20407 -4.25134 2.03761
H 2.09766 -2.34953 3.16912
H 2.77411 -0.48494 1.32835
H 1.24785 -0.56334 2.00030
N -2.07622 2.30627 -2.81345
C -2.65111 1.93011 -1.57529
N -1.69933 1.57539 -0.54509
H -2.49826 1.75046 -3.52778
H -1.07341 2.27275 -2.85119
H -3.28261 2.75999 -1.17629
H -3.45412 1.18507 -1.62626
H -0.99700 2.30565 -0.54303
H -1.98030 1.64330 0.42528
*
```

Molecular formula: C3H11N3
Method: DFT, ωB97M-V/def2-TZVPD

Strongest force on any atom in eV Å⁻¹: 6.87
Relative energy (zero: lowest compared OMol25 entry of this formula, charge and spin) in kcal/mol: 58.38
Frontier orbital gap in eV: 11.17
E_LUMO in eV: -8.8

Geometry as ORCA input:
```
! RIJCOSX wB97M-V def2-TZVPD def2/J DEFGRID3
* xyz 2 1
C -0.38454 0.14057 -0.77639
C -1.85658 0.23863 -0.53136
C 2.27885 -0.28538 0.48138
N 0.18137 0.72250 -1.83229
N 0.31068 -0.25735 0.24430
N -0.29913 -0.65131 1.53284
H -2.01628 0.91716 0.34885
H -2.19468 0.90257 -1.39123
H -2.57424 -0.57288 -0.35250
H 2.29968 -1.33436 0.34907
H 2.42772 0.18613 1.46801
H 2.64442 0.30018 -0.37476
H -0.29315 1.04474 -2.71385
H 1.22614 0.69090 -1.87912
H 0.24332 -0.86924 2.33672
H -1.09243 -1.25186 1.12831
H -0.90115 0.07899 1.96201
*
```

Molecular formula: C3H11N3O
Method: DFT, ωB97M-V/def2-TZVPD

Strongest force on any atom in eV Å⁻¹: 1.55
Relative energy (zero: lowest compared OMol25 entry of this formula, charge and spin) in kcal/mol: 17.14
Frontier orbital gap (alpha / beta) in eV: 1.71 / 7.70
E_LUMO (alpha / beta) in eV: 2.9 / 2.9
<S²>: 0.750

Geometry as ORCA input:
```
! RIJCOSX wB97M-V def2-TZVPD def2/J DEFGRID3
* xyz -1 2
C -2.62346 1.13320 -1.19749
C -1.34055 0.27222 -1.00246
N -0.50390 0.73049 0.09299
C 0.69236 1.39514 -0.08260
N 1.21078 1.39902 -1.40878
N 1.25874 1.88447 0.95291
H -2.34502 2.18515 -1.18969
H -3.00935 0.85425 -2.18163
H -3.32191 0.88359 -0.39591
H -0.77828 0.38738 -1.92378
H -1.62366 -0.75674 -0.77307
H -0.97291 0.97212 0.94450
H 0.68507 2.10858 -1.94091
H 2.16956 1.73713 -1.35968
H 2.23355 2.06055 0.79677
H 3.42922 -5.49959 3.55184
H 2.24347 -6.05511 3.14697
O 2.59627 -5.69185 3.97003
*
```

Molecular formula: C3H11N3O
Method: DFT, ωB97M-V/def2-TZVPD

Strongest force on any atom in eV Å⁻¹: 0.80
Relative energy (zero: lowest compared OMol25 entry of this formula, charge and spin) in kcal/mol: 130.57
Frontier orbital gap in eV: 8.51
E_LUMO in eV: 0.4

Geometry as ORCA input:
```
! RIJCOSX wB97M-V def2-TZVPD def2/J DEFGRID3
* xyz 0 1
C 2.40062 -0.74911 0.38130
C 0.56820 0.77907 -0.44599
C -2.44102 0.07623 -0.57194
N 1.67958 0.50358 0.45168
N -0.27840 0.01411 0.38234
N -3.47890 -0.14228 0.38654
O 3.80108 -0.53961 0.35316
H 4.00463 0.03402 -0.39565
H 1.60629 0.92544 1.36596
H -1.39655 -0.45900 -0.24252
H -3.54646 -1.11291 0.66609
H -3.35704 0.42802 1.21432
H 2.04517 -1.28323 -0.50756
H 2.22187 -1.37008 1.25890
H 0.81763 0.40052 -1.45339
H 0.37772 1.86300 -0.50448
H -2.62943 -0.49562 -1.48413
H -2.39498 1.12785 -0.85462
*
```

Molecular formula: C3H11N3O
Method: DFT, ωB97M-V/def2-TZVPD

Strongest force on any atom in eV Å⁻¹: 0.80
Relative energy (zero: lowest compared OMol25 entry of this formula, charge and spin) in kcal/mol: 79.30
Frontier orbital gap (alpha / beta) in eV: 9.36 / 9.36
E_LUMO (alpha / beta) in eV: 0.9 / 0.9

Geometry as ORCA input:
```
! RIJCOSX wB97M-V def2-TZVPD def2/J DEFGRID3
* xyz 0 1
C -0.16749 1.52274 -0.82356
N -1.02557 1.43174 0.13335
O -2.25665 1.62713 0.03044
C -0.53951 1.05309 1.51866
N -1.58124 1.11445 2.49134
H -0.51133 1.78434 -1.80595
H 0.86957 1.32194 -0.63914
H 0.27189 1.73618 1.79360
H -0.14242 0.04942 1.45228
H -2.35887 0.50171 2.24842
H -1.96106 2.05736 2.53975
C 1.54458 -2.14595 -0.75369
N 0.94466 -1.55863 -1.94041
H 0.78415 -2.27171 -0.00500
H 2.29878 -1.47183 -0.36236
H 2.02470 -3.12184 -0.92260
H 1.62122 -1.49725 -2.69566
H 0.18458 -2.13289 -2.25948
*
```

Molecular formula: C3H11N3O
Method: DFT, ωB97M-V/def2-TZVPD

Strongest force on any atom in eV Å⁻¹: 2.53
Relative energy (zero: lowest compared OMol25 entry of this formula, charge and spin) in kcal/mol: 53.73
Frontier orbital gap in eV: 9.17
E_LUMO in eV: 0.9

Geometry as ORCA input:
```
! RIJCOSX wB97M-V def2-TZVPD def2/J DEFGRID3
* xyz 0 1
C 0.55455 1.86059 -0.34676
C 0.69389 0.60512 -1.19540
N -0.54866 0.10166 -1.59812
O 1.70236 0.34689 -1.83124
H -0.26161 1.76669 0.36617
H 0.35635 2.71159 -0.99952
H 1.49199 2.04205 0.17382
H -0.52146 -0.57405 -2.34622
H -1.37356 0.67659 -1.54325
C -1.29268 -1.27397 1.14419
N 0.01180 -0.98853 1.66392
N 1.02244 -0.81523 0.49783
H -1.33857 -2.32524 0.86188
H -2.05019 -1.04420 1.89539
H -1.48923 -0.69702 0.17090
H 0.01378 -0.06668 2.09207
H 1.92057 -0.58680 0.91658
H 1.10822 -1.73944 0.07774
*
```

Molecular formula: C3H11N3O2
Method: DFT, ωB97M-V/def2-TZVPD

Strongest force on any atom in eV Å⁻¹: 3.35
Relative energy (zero: lowest compared OMol25 entry of this formula, charge and spin) in kcal/mol: 35.66
Frontier orbital gap in eV: 9.15
E_LUMO in eV: 0.6

Geometry as ORCA input:
```
! RIJCOSX wB97M-V def2-TZVPD def2/J DEFGRID3
* xyz 0 1
N -1.98619 0.71736 -0.31136
C -2.04353 -0.36236 -1.22989
N -1.09666 -1.55004 -0.83693
C -0.08699 -1.46256 0.21884
C 1.03925 -0.39535 0.33809
N 2.17562 -0.81249 0.94748
O 0.91361 0.78154 0.05341
H -1.37725 1.51391 -0.38906
H -2.22556 0.51498 0.64023
H -1.75415 0.00495 -2.20880
H -3.00923 -0.81920 -1.00988
H -0.67939 -1.80960 -1.72427
H 0.31945 -2.47895 0.14406
H -0.65733 -1.41130 1.15884
H 2.76107 -0.23645 1.53026
H 2.25253 -1.79310 1.16847
O 1.61225 3.37140 0.78791
H 1.55530 2.43310 0.48999
H 2.28720 3.79415 0.23261
*
```

Ordered E_tot results: -7756.194; -7758.579; -7757.440; -7757.797; -7758.634; -7749.236; -7738.500; -9805.636; -9802.339; -9804.562; -9805.671; -11854.191; unit eV.